No. 1
{"formula": "C24H78O15", "method": "wB97M-V/def2-TZVPD", "species": ["C", "C", "O", "H", "H", "H", "H", "H", "H", "C", "C", "O", "H", "H", "H", "H", "H", "H", "C", "C", "O", "H", "H", "H", "H", "H", "H", "C", "C", "O", "H", "H", "H", "H", "H", "H", "C", "C", "O", "H", "H", "H", "H", "H", "H", "C", "C", "O", "H", "H", "H", "H", "H", "H", "C", "C", "O", "H", "H", "H", "H", "H", "H", "C", "C", "O", "H", "H", "H", "H", "H", "H", "C", "C", "O", "H", "H", "H", "H", "H", "H", "C", "C", "O", "H", "H", "H", "H", "H", "H", "C", "C", "O", "H", "H", "H", "H", "H", "H", "C", "C", "O", "H", "H", "H", "H", "H", "H", "O", "H", "H", "O", "H", "H", "O", "H", "H"], "positions_angstrom": [[1.386710, -1.958979, 4.759096], [0.735144, -1.451836, 5.996022], [-0.437107, -0.764797, 5.604696], [0.667425, -2.559137, 4.169209], [2.232486, -2.561944, 4.952101], [1.645571, -1.154046, 4.081484], [1.417807, -0.804523, 6.550893], [0.463209, -2.212496, 6.731953], [-0.962052, -0.487389, 6.389710], [-3.104541, 2.371114, 3.118165], [-2.159778, 2.414184, 1.911653], [-0.740103, 2.209493, 2.164483], [-3.103335, 1.422846, 3.669149], [-4.117425, 2.581903, 2.760491], [-2.915988, 3.198155, 3.816218], [-2.322362, 3.418148, 1.504771], [-2.506582, 1.722203, 1.117062], [-0.651619, 1.294068, 2.365315], [1.800043, -4.054221, 1.088645], [1.670004, -3.463963, -0.317876], [2.883205, -3.529764, -1.050171], [2.504913, -4.906108, 1.106596], [0.831436, -4.302339, 1.512411], [2.244215, -3.376914, 1.805433], [1.249740, -2.464863, -0.314667], [0.926970, -3.978773, -0.896747], [3.517412, -2.830947, -0.788467], [-2.897002, -4.732336, -2.976481], [-2.366011, -3.347232, -3.382791], [-1.977537, -2.661439, -2.208872], [-3.671135, -4.643372, -2.217094], [-2.063506, -5.208060, -2.510398], [-3.293678, -5.278797, -3.841127], [-3.174054, -2.763730, -3.860892], [-1.545417, -3.345666, -4.061461], [-2.013907, -1.698198, -2.414336], [3.406429, 3.245890, -2.191091], [2.891804, 1.899616, -2.623842], [3.926180, 0.937058, -2.839598], [4.014372, 3.652345, -2.950479], [4.036267, 3.227482, -1.295054], [2.524160, 3.853406, -1.914183], [2.372009, 1.959919, -3.607675], [2.164546, 1.490034, -1.926256], [3.450464, 0.084264, -2.924937], [-4.381476, -1.722915, 1.551596], [-3.416646, -1.782967, 0.376151], [-2.980477, -3.138405, 0.298315], [-3.755026, -2.141090, 2.349374], [-5.290931, -2.376210, 1.398772], [-4.631410, -0.699397, 1.756161], [-2.533371, -1.161848, 0.553542], [-3.857856, -1.470301, -0.574996], [-2.596784, -3.213478, -0.617496], [-0.301352, 3.169208, -1.273562], [-0.598856, 4.613272, -0.918940], [0.505627, 5.398088, -1.191477], [-1.119106, 2.523621, -0.953303], [0.642592, 2.778816, -0.856974], [-0.240933, 3.084401, -2.377392], [-0.783086, 4.689714, 0.163326], [-1.434631, 5.018606, -1.539072], [0.304750, 6.305887, -1.441533], [1.515291, 2.298409, 4.214328], [3.002199, 1.922906, 4.282847], [3.241386, 0.854962, 5.175245], [0.966165, 1.364288, 4.001625], [1.353421, 3.012558, 3.418650], [1.175932, 2.674145, 5.212083], [3.513236, 2.784241, 4.654732], [3.293340, 1.638387, 3.312162], [2.626341, 1.006654, 5.879530], [-1.140053, 0.290952, -5.512157], [-0.550498, 0.091588, -4.124067], [-1.481250, -0.174265, -3.039310], [-0.295236, 0.214689, -6.207870], [-1.603611, 1.268311, -5.642671], [-1.875236, -0.514608, -5.782626], [0.023716, 1.003273, -3.830462], [0.061934, -0.839974, -4.152871], [-2.225562, 0.423543, -3.081673], [5.671758, -1.081572, -0.033634], [5.378537, 0.414426, -0.052661], [6.319280, 1.017933, -0.936737], [5.584029, -1.527087, -1.021126], [4.943166, -1.538112, 0.615303], [6.655297, -1.333062, 0.318868], [5.463866, 0.860112, 0.932492], [4.377561, 0.594484, -0.423986], [5.805147, 1.292492, -1.715471], [-4.583595, 2.913102, -1.868168], [-4.369755, 2.632413, -3.311113], [-3.661898, 1.358542, -3.524538], [-5.224849, 2.103755, -1.469026], [-5.256715, 3.759004, -1.789668], [-3.745494, 3.021897, -1.195858], [-3.733400, 3.386334, -3.719250], [-5.342800, 2.651354, -3.868906], [-4.348335, 0.711171, -3.424847], [1.716818, -0.046152, 0.716552], [0.387244, -0.201093, -0.005066], [0.637555, -0.234380, -1.406978], [2.546426, -0.500671, 0.168771], [1.565674, -0.312825, 1.769237], [1.879423, 1.041884, 0.632117], [-0.257557, 0.625895, 0.172017], [-0.113374, -1.171006, 0.280746], [-0.209513, -0.263977, -1.859847], [-1.315276, -3.736295, 2.227188], [-1.871291, -3.445219, 1.465702], [-1.983492, -4.214947, 2.757931], [-1.038423, -0.773287, 2.685972], [-0.890232, -0.759323, 3.654909], [-0.918006, -1.752676, 2.512022], [2.108000, -1.484205, -3.236163], [2.169151, -2.450142, -3.106173], [1.583158, -1.194064, -2.481667]], "forces_ev_per_angstrom": [[-1.3951, -0.3110, -1.2055], [0.1263, 0.0972, 0.9562], [-1.1076, 0.8060, 0.5629], [0.2398, -0.0492, 0.4304], [1.0134, -0.5382, 0.2713], [0.3388, 0.3521, 0.1725], [0.0752, 0.3468, -0.1131], [0.0589, -0.4705, -0.3010], [0.6722, -0.3293, -0.8779], [0.1475, 0.0866, 0.1900], [0.1349, -0.0007, -0.1044], [-1.8531, 1.7313, -0.4476], [0.0563, 0.1512, -0.1990], [-0.0138, -0.3086, -0.1100], [0.3489, -0.2981, -0.0809], [0.6526, -0.0462, -0.1451], [0.1766, 0.0279, 0.4248], [0.1724, -1.5002, 0.2957], [0.4344, -0.1517, -0.0604], [0.1914, 0.0541, 0.6737], [0.6092, 0.4513, -0.2883], [-0.6585, 0.0581, -0.3197], [-0.0833, -0.2957, -0.1144], [0.1835, 0.6759, 0.0357], [0.3306, 0.3707, 0.2815], [-0.1798, -0.8507, -0.3353], [-0.7022, -0.4988, 0.0036], [0.1798, 1.0605, -0.6356], [-1.9128, 0.1915, 0.3844], [-0.0794, 0.4305, 0.4583], [-0.1650, 0.1694, -0.0862], [0.4999, -0.9388, 0.1791], [0.3005, -0.0168, 0.2862], [0.1366, -0.2334, -0.0420], [0.7396, -0.5008, -0.6839], [0.4877, -0.5699, 0.0688], [-0.7890, -0.4617, 1.2362], [-0.3478, -0.5887, -0.9094], [-0.0733, -0.3061, 0.4181], [0.4368, 0.8881, -1.0132], [-0.1101, -0.4239, 0.0317], [0.5600, 0.1176, -0.5057], [-0.0338, 0.4776, 0.5311], [-0.0205, 0.0738, 0.2169], [0.5128, 0.2113, -0.1463], [0.3349, -1.0913, -0.5188], [-0.2880, -0.1268, 0.1561], [0.1287, -0.0521, -1.4749], [-0.6063, 0.2471, 0.3569], [0.9973, 0.8222, 0.0955], [-0.3393, 0.4255, 0.3335], [-0.1775, 0.2824, 0.1428], [-0.1317, -0.0790, 0.0019], [-0.1157, -0.0424, 0.6976], [0.0170, -0.1367, -0.9289], [-0.9149, -0.0151, 0.2275], [1.9995, 0.7876, -0.5918], [-0.0199, -0.0434, 0.1332], [-0.4450, 0.3896, 0.0383], [0.1164, -0.0520, 0.4552], [-0.5490, -0.0532, -0.2222], [0.0092, -0.6227, 0.7301], [-0.2754, -0.3036, 0.1705], [0.3525, -1.0430, 0.8547], [-1.6119, 0.5919, 0.9163], [0.3093, -0.4542, -0.4257], [-0.0501, 0.4944, 0.0036], [-0.2794, 0.2161, 0.0314], [0.1062, -0.0555, -0.8284], [0.8558, 0.7289, -0.1938], [0.8339, -0.3498, -1.1097], [-0.3731, -0.1410, 0.8233], [-0.4775, -0.6563, -0.0504], [0.2848, -0.4190, 0.0581], [0.2030, -0.3381, -0.4838], [-0.2159, 0.0647, 0.0324], [-0.1139, -0.0662, 0.0287], [0.6200, 0.7100, 0.2964], [-0.0131, -0.8951, -0.2472], [-0.0273, 1.1053, 0.1527], [-0.4922, 0.8702, -0.1093], [-0.7132, 0.2967, 0.0598], [0.8781, -0.6129, -0.8005], [-0.4030, 0.6428, -0.2113], [-0.1402, 0.1547, -0.2631], [-0.3024, -0.5525, 0.4471], [0.4834, 0.1501, 0.3126], [0.1269, 0.0434, 0.2780], [-0.2778, 0.0126, 0.0114], [0.2409, -0.2040, 0.1544], [-1.9576, -0.8844, 0.8164], [0.4493, -0.6402, -0.5153], [-0.6633, 1.4003, -0.0409], [0.3925, 0.0836, 0.0962], [0.1574, 0.5654, 0.1124], [0.5082, 0.0931, -0.2814], [0.4562, 0.4158, -0.6017], [0.8712, -0.2078, 0.4204], [-0.3855, -0.8239, 0.0199], [-0.8873, 1.5019, -0.3695], [0.2676, -2.2199, -0.3234], [0.5290, 0.0334, 0.2495], [-0.2326, -0.4552, 0.4305], [0.5364, -0.1049, -0.2721], [0.4721, -0.2367, 0.4580], [-0.6475, 0.5894, 0.6179], [0.2385, 0.9828, -0.0873], [-0.4828, 0.1375, -0.1744], [-0.6188, -0.1517, 0.5723], [0.1123, -0.2102, -0.1492], [0.6975, 0.3204, -0.1901], [0.3566, -1.3284, 0.5173], [-0.1503, 0.2361, -0.2930], [-0.2995, 1.1631, 0.0281], [0.3977, -0.9097, -0.4797], [0.2934, 0.5716, -0.0141], [-0.2467, 0.3081, 0.5288]], "multiplicity": 1, "e_tot_ev": -56863.242}

No. 2
{"formula": "C39H44Cl3INO4P2S2ScSi", "method": "wB97M-V/def2-TZVPD", "species": ["Sc", "I", "C", "C", "C", "C", "C", "C", "C", "C", "C", "P", "C", "C", "C", "C", "C", "C", "C", "C", "C", "C", "C", "C", "C", "H", "H", "H", "H", "H", "H", "H", "H", "H", "H", "H", "H", "H", "H", "H", "H", "C", "C", "C", "O", "P", "S", "S", "O", "C", "C", "C", "H", "H", "H", "H", "H", "H", "H", "H", "H", "H", "H", "H", "H", "H", "O", "C", "O", "C", "C", "C", "C", "C", "C", "H", "H", "H", "H", "H", "Cl", "Si", "Cl", "Cl", "C", "C", "C", "C", "N", "H", "H", "H", "H", "H", "H", "H", "H", "H"], "positions_angstrom": [[-0.005143, -0.793258, -0.429058], [0.618859, 2.824462, 0.075719], [-0.656011, 4.225309, 0.941817], [-0.120013, 5.481855, 0.898661], [-0.767338, 6.604135, 1.464301], [-1.952233, 6.427537, 2.086185], [-2.553201, 5.142196, 2.155079], [-3.791682, 5.054364, 2.833109], [-4.431616, 3.868437, 2.942886], [-3.857860, 2.728628, 2.345856], [-2.671668, 2.732159, 1.666177], [-2.272431, 1.050392, 0.823688], [-2.745343, 0.001928, 2.282529], [-3.851046, -0.830291, 2.396637], [-4.017218, -1.648801, 3.509944], [-3.077154, -1.648091, 4.527718], [-1.967788, -0.814162, 4.430393], [-1.805361, -0.001825, 3.318925], [-3.770221, 0.989400, -0.256637], [-4.388172, 2.146368, -0.727859], [-5.475401, 2.082554, -1.593019], [-5.981841, 0.853117, -1.990411], [-5.358130, -0.307016, -1.552454], [-4.248688, -0.238029, -0.721248], [-1.942923, 3.983054, 1.567459], [0.841789, 5.613436, 0.421999], [-0.305265, 7.582588, 1.406811], [-2.472992, 7.260376, 2.546144], [-4.208146, 5.960114, 3.261033], [-5.378866, 3.789261, 3.462506], [-4.404405, 1.795539, 2.419096], [-4.595649, -0.856740, 1.612009], [-4.878569, -2.303953, 3.565104], [-3.192938, -2.307302, 5.379677], [-1.208801, -0.820488, 5.204132], [-0.918468, 0.616700, 3.233086], [-4.018328, 3.119561, -0.428208], [-5.923387, 3.000584, -1.955022], [-6.837596, 0.800732, -2.653580], [-5.709651, -1.277286, -1.884245], [-3.732786, -1.156643, -0.463895], [-4.315094, -4.385002, -1.715477], [-4.069350, -5.599342, -0.834801], [-3.839813, -6.857074, -1.658861], [-3.009655, -5.474959, 0.126815], [-1.562948, -4.766077, 0.006980], [-0.457437, -5.491271, 1.433558], [-1.860032, -2.794814, -0.157950], [-1.169550, -5.329066, -1.450637], [-0.029558, -4.942072, -2.269773], [-0.401539, -3.795098, -3.191751], [1.227749, -4.666044, -1.467996], [-5.201386, -4.584005, -2.327088], [-3.466861, -4.187040, -2.371406], [-4.484263, -3.487116, -1.122682], [-4.952956, -5.749284, -0.210296], [-2.981460, -6.723028, -2.316584], [-4.726097, -7.076184, -2.262524], [-3.638225, -7.705477, -1.003258], [0.134732, -5.831941, -2.880636], [-0.551660, -2.861649, -2.650742], [-1.325227, -4.018857, -3.731662], [0.401342, -3.642583, -3.918142], [1.092609, -3.821888, -0.788595], [2.038432, -4.420410, -2.159749], [1.512948, -5.522088, -0.858383], [1.000126, -2.271627, 0.947553], [1.059054, -1.354872, 1.786165], [0.755745, -0.144601, 1.473431], [1.459033, -1.655007, 3.196032], [1.546281, -2.981626, 3.598454], [1.888416, -3.276177, 4.912137], [2.150092, -2.249194, 5.812676], [2.068305, -0.922038, 5.402925], [1.717396, -0.625069, 4.092035], [1.319333, -3.756021, 2.874130], [1.947610, -4.309300, 5.233263], [2.415479, -2.482742, 6.837848], [2.276030, -0.122293, 6.104250], [1.643034, 0.397452, 3.741944], [3.246723, -1.604037, -3.698747], [2.490418, -1.322435, -1.709266], [3.123238, 0.761847, -1.405231], [4.058375, -2.277982, -0.599754], [-0.016178, 0.172175, -4.107622], [-1.169489, 0.539604, -3.169594], [-2.457563, -0.108267, -3.705605], [-1.357843, 2.068578, -3.244833], [-0.899056, 0.112709, -1.821047], [-0.182925, 0.540144, -5.131325], [0.105648, -0.912935, -4.145496], [0.915003, 0.603574, -3.732205], [-2.552834, 0.008655, -4.794333], [-3.337766, 0.342085, -3.238134], [-2.452561, -1.175664, -3.461018], [-1.683643, 2.394922, -4.242992], [-0.418863, 2.575986, -3.005386], [-2.111227, 2.383945, -2.514696]], "forces_ev_per_angstrom": [[-1.5606, 0.0644, -1.7469], [-0.0161, -0.2443, -0.0596], [-0.3768, -0.1365, 0.1828], [-0.1115, 0.5137, 0.1371], [0.4223, -0.1625, -0.2516], [-0.2984, -0.1287, 0.1358], [0.0392, 0.0348, -0.0087], [0.1312, 0.1920, -0.0320], [-0.0474, -0.3716, -0.0550], [-0.4009, -0.0425, 0.2884], [0.4908, 0.0342, -0.3802], [-0.3324, 0.4392, 0.5133], [0.1153, 0.0450, -0.0371], [-0.1323, -0.0288, 0.0289], [0.0359, 0.0523, -0.0287], [0.0306, 0.0524, -0.0519], [-0.0394, 0.0056, -0.0428], [0.0041, -0.0463, -0.0025], [0.0266, 0.0180, 0.0216], [-0.0560, 0.0660, -0.0329], [0.0431, -0.0481, 0.0291], [0.0450, 0.0357, 0.0455], [0.0204, 0.0303, 0.0475], [0.0735, -0.0911, -0.0362], [0.1374, 0.0047, -0.0935], [-0.0196, 0.0464, 0.0164], [0.0190, -0.0293, -0.0202], [-0.0105, -0.0271, 0.0027], [0.0186, -0.0037, -0.0085], [0.0059, -0.0366, -0.0075], [-0.0068, 0.0586, 0.0082], [0.0131, -0.0136, 0.0122], [0.0107, -0.0027, -0.0088], [0.0084, 0.0068, -0.0086], [0.0051, 0.0020, -0.0110], [0.0020, -0.0272, -0.0234], [-0.0169, -0.0131, 0.0008], [0.0003, 0.0009, 0.0105], [0.0146, 0.0004, -0.0021], [0.0171, 0.0142, -0.0070], [-0.0218, 0.0589, 0.0312], [0.0079, 0.0387, -0.0006], [0.2230, -0.0275, -0.0335], [-0.0340, -0.0540, -0.0669], [-0.1569, 0.1161, 0.0894], [-0.0344, -0.0395, -0.0367], [-0.0147, -0.0672, 0.1455], [-0.2151, 0.2805, 0.0418], [0.2764, -0.0565, -0.3377], [-0.1138, 0.0083, 0.1495], [-0.0279, 0.0119, -0.0743], [-0.0389, 0.0826, 0.0469], [0.0323, 0.0047, 0.0016], [-0.0211, -0.0196, 0.0160], [-0.0070, -0.0471, 0.0101], [-0.0495, -0.0079, 0.0518], [-0.0211, 0.0075, 0.0067], [0.0267, -0.0005, 0.0112], [-0.0202, 0.0186, 0.0038], [-0.0013, -0.0918, -0.0287], [0.0015, 0.0291, 0.0340], [0.0193, -0.0269, -0.0092], [-0.0121, 0.0041, 0.0116], [0.0233, -0.0549, -0.0455], [-0.0151, -0.0315, 0.0198], [-0.0001, -0.0340, -0.0416], [0.3059, -0.1349, 0.2844], [0.0872, 0.4242, 0.0744], [0.2998, -0.2027, 0.5918], [-0.0190, 0.0057, -0.0287], [0.0096, -0.0232, 0.0857], [-0.0035, 0.0494, -0.0343], [-0.0231, 0.0090, -0.0477], [-0.0252, -0.0397, -0.0675], [0.0331, -0.0136, 0.0704], [-0.0059, 0.0120, 0.0296], [-0.0097, 0.0125, 0.0021], [0.0049, 0.0032, -0.0097], [-0.0026, -0.0048, -0.0041], [-0.0025, -0.0165, 0.0097], [-0.0253, -0.1173, -0.0073], [0.1310, 0.4460, 0.0358], [0.0405, -0.0019, -0.0077], [0.0246, -0.0601, -0.0688], [0.1127, -0.0560, -0.0782], [-0.2684, 0.1621, 0.2941], [-0.1011, -0.1273, -0.0085], [0.0022, 0.0998, 0.0631], [1.2351, -0.7015, 0.2380], [-0.0117, -0.0184, 0.0591], [0.0216, 0.0054, 0.0071], [-0.0151, -0.0276, -0.0038], [0.0061, 0.0234, 0.0454], [0.0654, -0.0411, -0.0014], [0.0007, 0.0460, -0.0379], [0.0212, -0.0323, 0.0321], [-0.0416, -0.0256, 0.0143], [0.0435, -0.0208, -0.0522]], "total_charge": -2, "multiplicity": 1, "e_tot_ev": -165343.433}

In eV, the E_LUMO values for the records above are, in order, 0.071 3.762.